ORCA calculation (ωB97M-V/def2-TZVPD) on a molecular structure, C25H19ClN2O8PTc.

Summary:
HOMO level (spin up / spin down) in eV: -12.168 / -12.086
2S+1: 2
E in a.u.: -2557.46776
HOMO-LUMO gap (spin up / spin down) in Ha: 0.290 / 0.277
Total charge: +1

Positions of all 57 atoms, in Å:
Tc  -0.9743  -0.5082  1.2196
O  2.8727  -1.8307  1.6925
C  1.7509  -1.4525  1.8623
O  0.8990  -1.1435  0.8857
C  1.1203  -1.2501  3.2112
C  1.6644  -1.5433  4.4457
C  0.8911  -1.3017  5.5756
C  -0.3963  -0.7912  5.4451
C  -0.8709  -0.5344  4.1743
N  -0.1052  -0.7477  3.1076
C  -2.2513  -0.0548  3.8074
O  -3.0792  0.2270  4.6206
O  -2.3989  0.0213  2.4903
H  2.6635  -1.9528  4.4985
H  1.2865  -1.5231  6.5576
H  -1.0413  -0.6089  6.2934
N  -0.3763  1.5608  1.4623
C  0.8025  1.9874  0.7250
C  1.6802  2.9099  1.2609
C  2.7276  3.3720  0.4749
C  2.8656  2.9361  -0.8336
C  1.9909  1.9929  -1.3515
C  0.9665  1.4829  -0.5621
P  -0.1406  0.1436  -1.0778
C  -1.3375  0.9275  -2.1859
C  -1.4760  0.6021  -3.5326
C  -2.4222  1.2507  -4.3145
C  -3.2390  2.2246  -3.7648
C  -3.0969  2.5693  -2.4262
C  -2.1529  1.9258  -1.6494
C  0.8173  -1.1001  -1.9551
C  2.2037  -1.1562  -1.7966
C  2.9330  -2.1543  -2.4179
C  2.2887  -3.1149  -3.1849
C  0.9082  -3.0862  -3.3170
C  0.1711  -2.0892  -2.6998
H  -0.3003  1.7798  2.4531
H  -1.1665  2.1145  1.1344
H  1.5417  3.2837  2.2683
H  3.4265  4.0890  0.8834
H  3.6670  3.3204  -1.4494
H  2.1218  1.6325  -2.3641
H  -0.8329  -0.1302  -3.9957
H  -2.5136  0.9910  -5.3604
H  -3.9790  2.7222  -4.3767
H  -3.7211  3.3372  -1.9902
H  -2.0602  2.2301  -0.6128
H  2.7192  -0.4427  -1.1698
H  4.0058  -2.1893  -2.2863
H  2.8619  -3.8956  -3.6669
H  0.3981  -3.8476  -3.8910
H  -0.9046  -2.1097  -2.7808
O  -2.2374  -2.9120  -1.1024
Cl  -2.7344  -2.2788  0.0512
O  -4.0217  -2.6737  0.4230
O  -1.7491  -2.4474  1.1916
O  -2.6662  -0.7634  -0.0993

Which charges does Löwdin predict for the atoms? In e, they are: 1.4965 0.1572 -0.4967 -0.2464 -0.1378 0.0545 0.0108 0.0547 -0.1475 0.0225 -0.5265 0.1615 -0.1792 0.1384 0.1270 0.1390 0.0011 -0.2843 -0.0076 -0.0408 -0.0435 -0.0570 -0.2822 1.1182 -0.3279 -0.0628 -0.0523 -0.0512 -0.0536 -0.0942 -0.3277 -0.0847 -0.0478 -0.0488 -0.0494 -0.1007 0.1178 0.1062 0.1229 0.1189 0.1188 0.1241 0.1003 0.1154 0.1155 0.1154 0.0905 0.1023 0.1162 0.1146 0.1165 0.0886 -0.2364 0.7765 -0.1883 -0.4077 -0.4589

---

ORCA calculation (ωB97M-V/def2-TZVPD) on a molecular structure, C25H19CsIN5O2 at a distorted geometry.

Summary:
HOMO level in eV: -8.075
E in a.u.: -1706.22777
HOMO-LUMO gap in Ha: 0.299

Positions of all 53 atoms, in Å:
Cs  -0.0100  -0.2896  -0.3753
I  1.3035  -1.2969  -7.3869
C  -0.1419  -1.3908  -5.8489
C  -1.4248  -1.8446  -6.1070
C  -2.3240  -1.8798  -5.0521
C  -1.8978  -1.4592  -3.7993
N  -0.6685  -1.0236  -3.5682
C  0.1936  -0.9909  -4.5665
H  -1.7167  -2.1615  -7.0977
H  -3.3345  -2.2280  -5.2060
H  -2.5632  -1.4718  -2.9456
H  1.1869  -0.6318  -4.3363
O  -3.4046  -1.5096  0.2260
C  -2.7203  -1.7819  1.2049
N  -1.4051  -1.5121  1.3169
C  -0.9211  -1.9369  2.5025
O  0.2417  -1.8170  2.8637
C  -2.0447  -2.5701  3.2756
C  -2.1070  -3.1665  4.5152
C  -3.3369  -3.6652  4.9334
C  -4.4596  -3.5637  4.1287
C  -4.3937  -2.9610  2.8760
C  -3.1754  -2.4691  2.4634
H  -1.2322  -3.2478  5.1431
H  -3.4199  -4.1408  5.9017
H  -5.4018  -3.9619  4.4813
H  -5.2710  -2.8846  2.2509
N  -0.7193  5.0108  -1.0753
C  -0.6661  3.7030  -1.4443
N  -0.1114  2.9369  -0.5562
C  0.2256  3.7651  0.4898
C  0.8269  3.4887  1.7153
C  1.0465  4.5465  2.5728
C  0.6833  5.8544  2.2409
C  0.0764  6.1507  1.0369
C  -0.1494  5.0908  0.1713
H  -1.1039  5.7778  -1.6002
H  -1.0507  3.3595  -2.3869
H  1.0973  2.4767  1.9810
H  1.5104  4.3643  3.5304
H  0.8801  6.6472  2.9474
H  -0.2114  7.1598  0.7818
C  5.8878  -1.3781  -0.0377
C  5.4011  -0.0966  0.1652
C  4.0517  0.1357  -0.0480
N  3.2026  -0.8017  -0.4408
C  3.6713  -2.0285  -0.6100
C  5.0018  -2.3704  -0.4255
H  6.9351  -1.5998  0.1060
H  6.0520  0.7039  0.4812
H  3.6313  1.1220  0.0998
H  2.9467  -2.7765  -0.9075
H  5.3336  -3.3854  -0.5812

Which charges does Löwdin predict for the atoms? In e, they are: 1.0759 0.8431 -0.6975 -0.1347 -0.0488 -0.1336 0.0100 -0.2267 0.0986 0.1087 0.1111 0.0969 0.0149 -0.5076 -0.2265 -0.5111 0.0203 -0.0882 -0.0116 -0.0860 -0.0863 -0.0125 -0.0879 0.1142 0.0984 0.0982 0.1135 0.1175 -0.1711 0.0449 -0.2438 -0.0111 -0.0899 -0.0933 -0.0232 -0.2024 0.1587 0.1261 0.1104 0.1021 0.1009 0.1073 -0.0702 -0.0615 -0.1523 -0.0095 -0.1500 -0.0600 0.1061 0.1028 0.1049 0.1082 0.1034

---

ORCA calculation (ωB97M-V/def2-TZVPD) on a molecular structure, C25H19F2MnN3 at a distorted geometry.

Summary:
HOMO level (spin up / spin down) in eV: -10.017 / -10.224
2S+1: 5
E in a.u.: -2478.86505
HOMO-LUMO gap (spin up / spin down) in Ha: 0.213 / 0.226
Total charge: +1

Positions of all 50 atoms, in Å:
Mn  -0.7845  1.1089  -0.3113
C  -1.1081  0.9064  4.1802
C  -0.8154  1.3797  2.8964
N  -1.1021  0.6911  1.8091
C  -1.6991  -0.5167  1.9353
C  -2.0239  -1.0710  3.1706
C  -1.7103  -0.3157  4.3162
C  -2.6526  -2.3633  3.2212
C  -2.9260  -3.0434  2.0913
C  -2.5959  -2.4986  0.8026
C  -2.8483  -3.1711  -0.4069
C  -2.4832  -2.5941  -1.5942
C  -1.8784  -1.3368  -1.5803
N  -1.6460  -0.6836  -0.4550
C  -1.9900  -1.2478  0.7288
H  -0.8524  1.5086  5.0413
H  -0.3274  2.3361  2.7543
H  -1.9453  -0.7108  5.2979
H  -2.8984  -2.7837  4.1887
H  -3.3959  -4.0185  2.1341
H  -3.3269  -4.1435  -0.3882
H  -2.6538  -3.0881  -2.5402
H  -1.5532  -0.8594  -2.4965
F  -3.0434  2.7285  -0.0136
C  -2.1070  2.4383  -0.9214
F  -0.8777  3.1017  -0.4966
H  -2.3835  2.8537  -1.8827
C  1.6463  -0.4409  -4.9145
C  2.5786  -0.7661  -3.9325
C  2.4000  -0.3653  -2.6183
C  1.2811  0.3884  -2.2533
C  0.3711  0.7407  -3.2540
C  0.5404  0.3149  -4.5678
N  1.0226  0.7546  -0.9212
C  2.0958  1.0433  -0.0323
C  3.1082  1.9413  -0.3747
C  4.1032  2.2586  0.5352
C  4.1091  1.6932  1.8072
C  3.1185  0.7882  2.1471
C  2.1271  0.4559  1.2283
H  1.7952  -0.7534  -5.9401
H  3.4544  -1.3482  -4.1948
H  3.1236  -0.6373  -1.8580
H  -0.4550  1.4022  -3.0078
H  -0.1752  0.6089  -5.3274
H  3.1021  2.3915  -1.3617
H  4.8801  2.9589  0.2517
H  4.8869  1.9464  2.5162
H  3.1287  0.3158  3.1226
H  1.3862  -0.2987  1.4690

Which charges does Löwdin predict for the atoms? In e, they are: 0.9482 -0.0075 -0.0747 0.0500 -0.1391 -0.1233 0.0300 0.0059 0.0044 -0.1221 0.0350 -0.0025 -0.0554 0.0265 -0.1209 0.1221 0.1336 0.1326 0.1279 0.1278 0.1341 0.1241 0.1143 0.0353 -0.2647 -0.0850 0.1221 -0.0879 -0.0679 -0.0186 -0.3028 -0.0715 -0.0858 -0.0758 -0.3100 -0.0264 -0.0701 -0.0875 -0.0849 -0.0596 0.1059 0.1098 0.1198 0.0866 0.1080 0.1223 0.1094 0.1056 0.1047 0.0976

---

ORCA calculation (ωB97M-V/def2-TZVPD) on 3 unconnected molecules or ions with the total composition C25H19NO6.

Summary:
SMILES: NC1=CC(=O)C=C(Cc2ccccc2)C1=O.O=C1C=CC(=O)C=C1.O=C1C=CC(=O)C=C1
HOMO level in eV: -9.195
E in a.u.: -1470.15717
HOMO-LUMO gap in Ha: 0.270

Positions of all 51 atoms, in Å:
N  -4.4195  2.4114  0.7385
C  -3.9366  1.5825  -0.2800
C  -3.4538  0.3455  -0.1091
C  -3.0355  -0.4077  -1.3150
O  -3.1752  -1.6052  -1.4186
C  -2.4873  0.4186  -2.4299
C  -2.9532  1.6539  -2.6198
C  -2.5217  2.6023  -3.7045
C  -1.0491  2.5599  -4.0462
C  -0.6488  2.7360  -5.3700
C  0.6965  2.7230  -5.7137
C  1.6667  2.5288  -4.7402
C  1.2852  2.3658  -3.4147
C  -0.0636  2.3841  -3.0776
C  -4.0218  2.1160  -1.6823
O  -4.9034  2.8721  -2.0176
H  -3.7028  2.6248  1.4197
H  -4.7754  3.2808  0.3597
H  -3.3927  -0.1254  0.8619
H  -1.7204  0.0025  -3.0710
H  -2.7722  3.6156  -3.3797
H  -3.1078  2.4288  -4.6072
H  -1.4025  2.8787  -6.1342
H  0.9885  2.8574  -6.7469
H  2.7141  2.4984  -5.0088
H  2.0107  2.2031  -2.6338
H  -0.3511  2.2548  -2.0414
O  3.6188  -1.6556  2.8446
C  3.6021  -1.1327  1.7507
C  2.8145  0.1028  1.5124
C  2.7880  0.6799  0.3147
C  3.5447  0.1128  -0.8302
O  3.5145  0.6369  -1.9230
C  4.3330  -1.1222  -0.5896
C  4.3611  -1.6992  0.6085
H  2.2732  0.4935  2.3649
H  2.2211  1.5806  0.1150
H  4.8742  -1.5160  -1.4402
H  4.9278  -2.5992  0.8102
O  1.1072  -1.2455  5.7623
C  0.8231  -2.4205  5.6683
C  1.4966  -3.3036  4.6815
C  1.1654  -4.5884  4.5755
C  0.1215  -5.1950  5.4382
O  -0.1752  -6.3662  5.3433
C  -0.5475  -4.3108  6.4269
C  -0.2223  -3.0258  6.5335
H  2.2559  -2.8432  4.0626
H  1.6377  -5.2535  3.8635
H  -1.3063  -4.7745  7.0443
H  -0.6966  -2.3612  7.2444

Which charges does Löwdin predict for the atoms? In e, they are: 0.1156 -0.2413 0.0492 -0.3841 0.1016 0.0664 -0.1403 -0.0844 -0.2257 -0.0441 -0.0827 -0.0820 -0.0742 -0.0464 -0.2877 0.1322 0.0999 0.0871 0.1251 0.1378 0.1299 0.1300 0.1099 0.1014 0.1033 0.0710 0.1100 0.0926 -0.3698 0.0296 0.0251 -0.3722 0.0991 0.0263 0.0257 0.1261 0.1200 0.1236 0.1232 0.1032 -0.3810 0.0272 0.0233 -0.3889 0.1045 0.0182 0.0173 0.0874 0.1215 0.1208 0.1200

---

ORCA calculation (ωB97M-V/def2-TZVPD) on a molecular structure, C25H20BBr3F2N6O2Ti.

Summary:
HOMO level in eV: -6.013
E in a.u.: -10240.03591
HOMO-LUMO gap in Ha: 0.198

Positions of all 60 atoms, in Å:
Ti  0.2897  -0.0842  -0.4075
Br  3.6290  0.6398  6.0585
C  2.4822  0.1970  4.6128
C  2.3574  1.0682  3.5438
C  1.5124  0.7415  2.4981
C  0.7983  -0.4631  2.4898
C  0.9335  -1.3174  3.5868
C  1.7693  -0.9891  4.6423
N  0.0091  -0.7836  1.3765
C  -1.1825  -1.4828  1.6329
C  -1.9922  -2.1383  0.7663
C  -3.2464  -2.6657  1.2790
C  -4.2052  -3.1453  0.4738
C  -3.9833  -3.1770  -0.9489
C  -2.7812  -2.7940  -1.4153
N  -1.7577  -2.3189  -0.6204
H  2.8981  2.0047  3.5369
H  1.3657  1.4499  1.6892
H  0.4018  -2.2599  3.5983
H  1.8734  -1.6616  5.4829
H  -1.5276  -1.4293  2.6595
H  -3.3880  -2.6286  2.3512
H  -5.1328  -3.5181  0.8883
H  -4.7337  -3.5461  -1.6320
H  -2.5404  -2.8651  -2.4658
Br  1.5909  4.0085  -3.1404
C  2.7209  2.7633  -2.2781
C  4.1027  3.0159  -2.2128
C  4.9482  2.1423  -1.5927
Br  6.8003  2.5342  -1.5368
C  4.4484  0.9615  -0.9889
C  5.2074  -0.0098  -0.3060
C  4.5842  -1.0982  0.2484
C  3.1957  -1.2251  0.1468
N  2.4625  -0.3363  -0.4935
C  3.0614  0.7381  -1.0728
C  2.1577  1.6284  -1.7349
O  0.8855  1.3231  -1.7286
H  4.4868  3.9201  -2.6634
H  6.2782  0.1175  -0.2226
H  5.1497  -1.8512  0.7779
H  2.6622  -2.0561  0.5917
C  -4.5635  2.0099  -2.5226
N  -3.5321  1.7287  -1.5518
C  -3.4249  2.3614  -0.2547
C  -2.1400  1.7353  0.2846
O  -1.6060  2.0019  1.3301
N  -1.6884  0.8225  -0.6518
C  -2.4923  0.8982  -1.7220
N  -2.2930  0.2185  -2.8402
H  -5.4370  2.3957  -2.0022
H  -4.8655  1.0939  -3.0320
H  -4.2433  2.7489  -3.2613
H  -4.2710  2.1255  0.3934
H  -3.3144  3.4446  -0.3266
H  -1.5469  -0.4689  -2.8939
H  -2.8869  0.3539  -3.6367
F  -0.5023  -1.9688  -2.6661
B  -0.4133  -2.0389  -1.2565
F  0.6287  -2.8714  -0.8600

Which charges does Löwdin predict for the atoms? In e, they are: 1.1410 0.7120 -0.7043 -0.1223 -0.0359 -0.2942 -0.0199 -0.1264 -0.1185 -0.1323 -0.2115 -0.0446 -0.0959 -0.0975 -0.0985 0.0821 0.1030 0.1048 0.1138 0.1004 0.1162 0.1095 0.0980 0.0887 0.1174 0.7768 -0.5981 -0.1630 -0.6265 0.7767 -0.1801 -0.0020 -0.0152 -0.0778 0.0412 -0.1352 -0.4028 -0.1969 0.0973 0.0878 0.1141 0.1265 -0.0178 -0.0834 -0.0167 -0.4437 0.0976 0.0899 -0.3675 0.2602 0.0960 0.0912 0.0982 0.1435 0.1429 0.0888 0.1164 0.0549 -0.8709 0.1128

---

ORCA calculation (ωB97M-V/def2-TZVPD) on a molecular structure, C25H20MoN4OS2.

Summary:
HOMO level (spin up / spin down) in eV: -15.509 / -15.522
2S+1: 4
E in a.u.: -2122.54439
HOMO-LUMO gap (spin up / spin down) in Ha: 0.201 / 0.184
Total charge: +3

Positions of all 53 atoms, in Å:
Mo  -0.4800  -1.4156  -1.6364
S  -0.6800  -4.6538  3.1963
C  -0.8979  -5.2113  4.7923
C  -1.1506  -4.1921  5.6607
C  -1.1830  -2.9345  5.0224
C  -0.9541  -3.0139  3.6692
C  -0.9339  -1.9229  2.7136
C  -0.7889  -2.1752  1.3380
N  -0.7681  -1.2044  0.4225
C  -0.8931  0.0960  0.8053
C  -1.0376  0.4472  2.1491
C  -1.1555  1.8466  2.4724
C  -1.1241  2.7925  1.5084
C  -0.9765  2.4405  0.1190
C  -0.9439  3.3661  -0.9298
C  -0.8040  2.9590  -2.2585
C  -0.6962  1.5729  -2.4840
N  -0.7289  0.6766  -1.4984
C  -0.8695  1.0885  -0.2079
C  -0.7761  3.8897  -3.3691
C  -0.6021  3.6146  -4.7084
C  -0.6283  4.7695  -5.5125
C  -0.8196  5.9059  -4.7796
S  -0.9896  5.5838  -3.1211
C  -1.0550  -0.5843  3.0930
H  -0.8210  -6.2666  5.0021
H  -1.3154  -4.3381  6.7174
H  -1.3861  -2.0174  5.5567
H  -0.6943  -3.1923  0.9729
H  -1.2727  2.1264  3.5112
H  -1.2156  3.8398  1.7656
H  -1.0316  4.4205  -0.6957
H  -0.5862  1.1892  -3.4913
H  -0.4516  2.6290  -5.1274
H  -0.5063  4.7651  -6.5849
H  -0.8801  6.9240  -5.1315
H  -1.1625  -0.3299  4.1395
O  1.4797  -1.6775  -1.7180
N  2.6279  -1.5227  -1.0064
C  3.1552  -2.6037  -0.4066
C  4.3522  -2.4840  0.2617
C  4.9937  -1.2530  0.2977
C  4.4185  -0.1602  -0.3400
C  3.2219  -0.3163  -0.9993
H  2.6033  -3.5252  -0.5174
H  4.7779  -3.3580  0.7340
H  5.9418  -1.1476  0.8083
H  4.8981  0.8083  -0.3430
H  2.7145  0.4633  -1.5476
N  -2.6770  -1.6564  -2.0425
H  -3.0602  -0.9848  -2.7098
H  -3.2028  -1.5033  -1.1801
H  -2.9845  -2.5699  -2.3825

Which charges does Löwdin predict for the atoms? In e, they are: 1.6826 1.0705 -0.3489 -0.1294 -0.0796 -0.4974 -0.1670 -0.0501 -0.0737 -0.1600 -0.1031 0.0346 0.0357 -0.1043 0.0848 -0.1676 -0.0185 -0.0659 -0.1634 -0.4976 -0.0989 -0.1365 -0.3455 1.1160 0.1140 0.0909 0.1270 0.1226 0.1023 0.1404 0.1412 0.1223 0.1267 0.1117 0.1239 0.0930 0.1421 -0.3132 -0.1452 0.0282 0.0222 0.0260 0.0192 0.0226 0.1526 0.1411 0.1424 0.1395 0.1472 -0.0232 0.0875 0.0848 0.0929